1.
# C25H25Br2GeInN3O2SbSe4

A structure of composition C25H25Br2GeInN3O2SbSe4 (the ωB97M-V functional and the def2-TZVPD basis, the Open Molecules 2025 dataset).

As for the energy relative to the best compared isomer or geometry (same formula, charge and spin): 290.89 kJ/mol. The value obtained for the molecular weight is 1184.3 g/mol. Its highest occupied orbital energy is -2.1 eV. For the HOMO-LUMO gap, the calculation gives 6.0 eV. For the largest force on an atom, the calculation gives 0.040 Eh/bohr.

Structure (ORCA input):
```
! wB97M-V def2-TZVPD RIJCOSX def2/J DEFGRID3
* xyz -2 1
In 0.59216 0.68707 -1.59018
Se 5.11993 0.63440 -3.97753
Sb 2.82338 1.59092 -4.01167
Se 2.27418 2.61389 -1.64100
Se 0.97418 -0.17083 -3.98661
Se 2.14461 3.20867 -5.66386
Br -4.14395 -0.88679 -3.51766
C -3.29159 0.57483 -2.69082
Br -2.77953 2.02024 -3.91690
H -2.35760 0.21033 -2.22633
H -4.04491 0.93284 -2.00726
C 3.16504 -2.69599 -4.78423
N 2.43683 -3.17262 -3.60661
C 1.69130 -4.39675 -3.55151
C 2.30630 -5.12027 -2.30315
O 2.03632 -6.26968 -1.94304
N 3.13311 -4.22679 -1.66931
C 3.21670 -3.18423 -2.47845
N 3.99623 -2.10856 -2.21736
H 4.14642 -3.16774 -4.86274
H 3.38375 -1.62045 -4.69274
H 2.66352 -2.83438 -5.72890
H 1.80349 -4.96561 -4.46611
H 0.62965 -4.32456 -3.44690
H 4.50120 -2.13894 -1.35714
H 4.20243 -1.34412 -2.84577
O 7.89218 -2.54856 4.38133
C 7.74020 -1.53894 4.83678
C -0.41757 -0.38029 -0.15585
Ge -1.19420 0.60532 1.24995
C -1.86540 -0.57889 2.64519
C -2.46982 -0.10706 3.81429
C -2.85708 -0.95860 4.81950
C -2.56037 -2.31663 4.73028
C -1.96434 -2.81096 3.58430
C -1.62686 -1.94545 2.53434
C -2.72673 1.80335 0.77903
C -2.42812 2.97525 0.06771
C -3.43714 3.88331 -0.23275
C -4.76950 3.66252 0.08443
C -5.09644 2.45024 0.69292
C -4.08246 1.55393 1.08463
C 0.12441 1.84891 2.05516
C 1.44282 1.43306 2.19123
C 2.44323 2.25877 2.66835
C 2.17421 3.55731 3.10635
C 0.89077 4.00325 2.94751
C -0.11301 3.14874 2.48581
H -0.83580 -1.32124 -0.44128
H -2.56214 0.97409 4.00306
H -3.29813 -0.61862 5.76361
H -2.92497 -2.95073 5.51935
H -1.85471 -3.85899 3.39512
H -1.24643 -2.40763 1.67617
H -1.41643 3.18528 -0.25761
H -3.18337 4.79055 -0.77052
H -5.53547 4.38837 -0.33767
H -6.11806 2.20736 0.89461
H -4.33219 0.62379 1.52108
H 1.65038 0.43109 1.85729
H 3.41771 1.86535 2.78820
H 2.93694 4.24837 3.45665
H 0.66106 5.04440 3.26445
H -1.08030 3.55511 2.48081
*
```

Results of the natural (NBO) charge analysis, in e, for atoms 1 through 5: atom 1 (In): 1.180, atom 2 (Se): -0.806, atom 3 (Sb): 1.066, atom 4 (Se): -0.669, atom 5 (Se): -0.684


2.
# C25H25CdMg2N10O15

A structure of composition C25H25CdMg2N10O15 (the ωB97M-V functional and the def2-TZVPD basis, the Open Molecules 2025 dataset).

The value obtained for the molecular weight is 866.6 g/mol. Its highest occupied orbital energy is -11.0 eV. For the HOMO-LUMO gap, the calculation gives 8.4 eV. For the largest force on an atom, the calculation gives 0.102 Eh/bohr.

Structure (ORCA input):
```
! wB97M-V def2-TZVPD RIJCOSX def2/J DEFGRID3
* xyz 1 1
Mg 2.19450 0.88897 2.36057
Mg 2.22589 -1.17134 -1.74159
Cd -2.32326 2.30008 0.27757
N 0.11260 -0.00468 0.29903
O 0.60307 -0.62947 -0.64868
O -0.84925 0.71540 0.08734
O 0.61130 -0.06095 1.45086
N -3.84423 0.30068 -1.93509
O -3.07947 -0.37454 -2.62285
O -3.37749 1.25260 -1.28184
O -5.04637 0.05143 -1.85148
N 0.40710 3.48094 2.05855
O -0.74277 3.25048 1.61775
O 0.94292 4.57008 1.88757
O 1.05928 2.59197 2.62633
N 3.21792 1.60870 -0.58236
O 2.79458 1.56453 0.59304
O 3.98551 2.46782 -0.93909
O 2.90926 0.71441 -1.40411
N 3.75563 -1.63447 1.26100
O 3.31900 -1.56111 0.07761
O 3.33510 -0.76407 2.04625
O 4.39849 -2.59566 1.59380
N 1.47681 0.19415 4.17652
C 1.19312 0.96843 5.28033
C 0.56231 0.46707 6.42591
C 0.13467 -0.85057 6.48192
C 0.46998 -1.66792 5.42022
C 1.10149 -1.09902 4.32124
H 1.40188 2.02635 5.20837
H 0.42253 1.07292 7.30993
H -0.38029 -1.26450 7.33745
H 0.19497 -2.71157 5.37850
H 1.36935 -1.76890 3.51491
N 1.64525 -3.09218 -1.56392
C 2.50992 -4.10735 -1.90975
C 2.25558 -5.45208 -2.09176
C 1.01958 -5.94133 -1.71122
C 0.11122 -5.05433 -1.24139
C 0.44148 -3.67201 -1.21886
H 3.54800 -3.83102 -2.05471
H 3.05166 -6.13356 -2.35253
H 0.78325 -6.98410 -1.87388
H -0.88243 -5.36592 -0.95481
H -0.34167 -3.02040 -0.85435
N -3.21035 1.03488 1.82783
C -2.51820 0.97325 2.98595
C -2.72162 0.00200 3.95616
C -3.65877 -0.98873 3.73213
C -4.42832 -0.90948 2.59660
C -4.15656 0.04491 1.62245
H -1.85649 1.78510 3.25468
H -2.16407 0.08143 4.87821
H -3.65065 -1.83400 4.40673
H -5.15506 -1.69221 2.42983
H -4.84041 0.19874 0.79839
N -1.27270 3.39371 -1.20191
C -0.82891 2.77110 -2.32225
C -0.17067 3.41687 -3.36499
C 0.07660 4.76135 -3.22295
C -0.47631 5.44629 -2.14708
C -1.11418 4.75476 -1.16356
H -1.03007 1.70771 -2.35120
H 0.20336 2.88824 -4.22813
H 0.55995 5.26857 -4.04680
H -0.36043 6.51467 -2.03507
H -1.55722 5.27155 -0.32443
N 1.19748 -0.71846 -3.46075
C 1.67477 0.22920 -4.32183
C 1.15730 0.46255 -5.59035
C 0.05303 -0.26525 -6.03589
C -0.50484 -1.20167 -5.18119
C 0.11578 -1.39321 -3.94639
H 2.44474 0.84643 -3.87701
H 1.66657 1.22812 -6.15824
H -0.33991 0.00146 -7.00707
H -1.43376 -1.67031 -5.46921
H -0.39802 -2.08349 -3.29094
*
```

Results of the Mulliken charge analysis, in e, for atoms 1 through 5: atom 1 (Mg): 1.924, atom 2 (Mg): 1.202, atom 3 (Cd): 0.453, atom 4 (N): 0.134, atom 5 (O): -0.147